# 1
{
  "formula": "C28H29AsF5IrOSi2Te",
  "method": "ωB97M-V/def2-TZVPD",
  "spin_multiplicity": 2,
  "energy_ev": -131863.924,
  "s2": 0.754,
  "lumo_energy_ev": [-3.79, -4.86],
  "charge": 1,
  "symbols": ["Ir", "C", "Si", "C", "C", "C", "C", "C", "C", "C", "Si", "C", "C", "H", "H", "H", "H", "H", "H", "H", "H", "H", "H", "H", "H", "H", "H", "H", "H", "F", "Te", "F", "F", "F", "F", "O", "C", "C", "C", "C", "C", "C", "As", "C", "C", "C", "C", "C", "C", "C", "C", "C", "C", "C", "C", "H", "H", "H", "H", "H", "H", "H", "H", "H", "H", "H", "H", "H"],
  "xyz": [[0.637, 1.145, -0.938], [-1.013, 0.995, -3.805], [-0.323, -0.277, -2.617], [-1.702, -1.348, -1.968], [1.110, -1.225, -3.353], [0.959, -2.434, -4.031], [2.062, -3.087, -4.566], [3.328, -2.536, -4.425], [3.491, -1.334, -3.749], [2.392, -0.665, -3.207], [2.596, 0.935, -2.238], [4.037, 0.802, -1.052], [2.768, 2.436, -3.324], [-1.451, 0.452, -4.648], [-0.248, 1.665, -4.193], [-1.789, 1.595, -3.328], [-2.241, -1.790, -2.810], [-2.417, -0.742, -1.405], [-1.347, -2.160, -1.335], [-0.024, -2.879, -4.144], [1.936, -4.025, -5.091], [4.189, -3.045, -4.838], [4.489, -0.923, -3.642], [4.976, 0.781, -1.612], [3.997, -0.107, -0.447], [4.072, 1.661, -0.381], [3.669, 2.340, -3.935], [2.857, 3.343, -2.724], [1.918, 2.556, -3.995], [0.053, 2.866, -1.619], [-1.440, 3.708, 0.243], [-2.726, 3.712, 1.600], [0.955, 1.792, 0.998], [-1.961, 5.495, -0.095], [-2.611, 3.296, -1.117], [-1.633, 1.613, 0.463], [0.278, 2.717, 5.710], [-1.029, 2.878, 5.274], [-1.445, 2.276, 4.097], [-0.528, 1.536, 3.355], [0.785, 1.372, 3.783], [1.180, 1.963, 4.972], [-1.155, 0.644, 1.794], [-2.569, -0.517, 2.337], [-3.788, -0.202, 2.912], [-4.609, -1.236, 3.343], [-4.195, -2.555, 3.212], [-2.973, -2.866, 2.632], [-2.151, -1.843, 2.182], [-0.860, -2.027, 1.464], [-0.351, -3.249, 1.027], [0.761, -3.290, 0.201], [1.360, -2.115, -0.239], [0.879, -0.892, 0.214], [-0.185, -0.860, 1.116], [0.597, 3.184, 6.633], [-1.729, 3.468, 5.849], [-2.466, 2.402, 3.762], [1.491, 0.807, 3.192], [2.198, 1.840, 5.317], [-4.111, 0.826, 3.009], [-5.572, -1.012, 3.781], [-4.837, -3.354, 3.559], [-2.676, -3.901, 2.533], [-0.840, -4.173, 1.305], [1.147, -4.242, -0.136], [2.194, -2.147, -0.927], [1.632, -0.040, 0.066]]
}

---

# 2
{
  "formula": "C28H29BNO2PPtSe2",
  "method": "ωB97M-V/def2-TZVPD",
  "energy_ev": -178985.428,
  "lumo_energy_ev": -8.46,
  "charge": 2,
  "symbols": ["Pt", "Se", "P", "Se", "C", "C", "C", "C", "C", "C", "C", "C", "C", "C", "C", "C", "H", "H", "H", "H", "H", "H", "H", "H", "H", "H", "C", "C", "C", "C", "N", "C", "C", "H", "H", "H", "H", "H", "H", "H", "C", "C", "C", "C", "C", "C", "C", "C", "O", "B", "O", "C", "C", "H", "H", "H", "H", "H", "H", "H", "H", "H", "H", "H", "H"],
  "xyz": [[-0.760, -2.254, -0.696], [1.594, -2.424, -0.894], [1.841, -2.505, 1.299], [-0.376, -2.519, 1.593], [2.512, -4.090, 1.786], [1.908, -5.195, 1.163], [2.347, -6.475, 1.431], [3.394, -6.676, 2.323], [3.992, -5.594, 2.949], [3.558, -4.305, 2.688], [2.557, -1.002, 1.960], [3.552, -0.929, 2.939], [3.977, 0.306, 3.403], [3.422, 1.474, 2.907], [2.443, 1.414, 1.922], [2.018, 0.188, 1.456], [1.093, -5.052, 0.466], [1.877, -7.318, 0.944], [3.745, -7.679, 2.528], [4.802, -5.749, 3.648], [4.050, -3.500, 3.199], [4.017, -1.803, 3.353], [4.749, 0.348, 4.160], [3.755, 2.432, 3.283], [2.013, 2.320, 1.515], [1.264, 0.157, 0.686], [-7.058, -3.120, -0.928], [-5.582, -2.924, -0.814], [-5.029, -1.790, -0.216], [-3.665, -1.656, -0.116], [-2.815, -2.598, -0.589], [-3.337, -3.698, -1.168], [-4.691, -3.887, -1.290], [-7.609, -2.251, -0.576], [-7.363, -3.985, -0.337], [-7.338, -3.320, -1.963], [-5.665, -1.005, 0.169], [-3.222, -0.791, 0.356], [-2.635, -4.442, -1.523], [-5.052, -4.793, -1.759], [1.327, 6.202, -1.155], [0.468, 5.435, -2.171], [1.294, 5.210, -3.437], [-0.765, 6.276, -2.534], [0.003, 4.118, -1.545], [-0.766, 4.150, -0.371], [-1.248, 3.009, 0.260], [-0.916, 1.815, -0.334], [-1.252, 0.500, 0.063], [-0.633, -0.256, -0.891], [0.037, 0.415, -1.851], [-0.157, 1.765, -1.478], [0.317, 2.885, -2.119], [1.699, 7.123, -1.606], [2.190, 5.610, -0.842], [0.759, 6.476, -0.265], [1.600, 6.175, -3.841], [0.721, 4.698, -4.213], [2.203, 4.638, -3.235], [-0.451, 7.198, -3.024], [-1.345, 6.549, -1.651], [-1.422, 5.737, -3.220], [-1.005, 5.110, 0.068], [-1.846, 3.059, 1.159], [0.905, 2.799, -3.021]]
}

---

# 3
{
  "formula": "C28H29Br2OSi",
  "method": "ωB97M-V/def2-TZVPD",
  "energy_ev": -179510.728,
  "lumo_energy_ev": -5.81,
  "charge": 1,
  "symbols": ["Br", "C", "C", "C", "C", "C", "C", "C", "C", "C", "C", "C", "Br", "C", "C", "C", "C", "H", "H", "H", "H", "H", "H", "H", "H", "H", "H", "H", "C", "Si", "C", "C", "O", "C", "C", "C", "C", "C", "C", "C", "C", "C", "C", "H", "H", "H", "H", "H", "H", "H", "H", "H", "H", "H", "H", "H", "H", "H", "H", "H", "H"],
  "xyz": [[2.091, 3.895, 5.830], [1.339, 3.643, 4.119], [1.899, 4.298, 3.006], [1.385, 4.070, 1.734], [0.273, 3.207, 1.522], [-0.241, 3.009, 0.195], [-1.453, 2.393, -0.089], [-1.855, 1.891, -1.337], [-2.850, 0.860, -1.433], [-2.762, -0.122, -2.457], [-3.582, -1.245, -2.442], [-4.598, -1.357, -1.473], [-5.718, -2.879, -1.445], [-4.745, -0.362, -0.485], [-3.894, 0.742, -0.476], [-0.289, 2.569, 2.667], [0.236, 2.785, 3.944], [2.760, 4.950, 3.142], [1.840, 4.554, 0.865], [0.388, 3.369, -0.628], [-2.155, 2.279, 0.747], [-1.253, 2.004, -2.233], [-2.000, -0.004, -3.229], [-3.450, -2.032, -3.179], [-5.527, -0.455, 0.271], [-4.025, 1.536, 0.267], [-1.119, 1.875, 2.531], [-0.180, 2.264, 4.801], [-6.662, 5.941, -5.799], [-5.295, 4.672, -5.666], [-5.695, 3.228, -4.561], [-4.795, 4.096, -7.379], [-3.981, 5.390, -4.858], [-2.704, 4.942, -4.659], [-2.302, 4.317, -3.488], [-0.855, 4.252, -3.250], [-0.183, 3.634, -4.487], [-0.559, 4.380, -5.722], [-1.749, 5.141, -5.750], [-2.049, 5.911, -6.892], [-1.211, 5.879, -8.003], [-0.079, 5.043, -8.008], [0.215, 4.278, -6.877], [-7.574, 5.470, -6.192], [-6.910, 6.379, -4.824], [-6.407, 6.766, -6.477], [-6.470, 2.596, -5.011], [-4.801, 2.612, -4.386], [-6.053, 3.585, -3.586], [-5.578, 3.427, -7.769], [-4.677, 4.927, -8.088], [-3.851, 3.533, -7.358], [-3.027, 4.058, -2.714], [-0.416, 5.263, -3.137], [-0.623, 3.697, -2.342], [0.913, 3.648, -4.364], [-0.489, 2.574, -4.574], [-2.958, 6.516, -6.918], [-1.426, 6.497, -8.877], [0.580, 5.007, -8.877], [1.079, 3.614, -6.864]]
}

---

# 4
{
  "formula": "C28H29BrF6N3O15PS",
  "method": "ωB97M-V/def2-TZVPD",
  "energy_ev": -171154.581,
  "lumo_energy_ev": -1.77,
  "charge": 0,
  "symbols": ["C", "C", "C", "F", "C", "C", "P", "O", "O", "O", "C", "N", "C", "S", "C", "N", "C", "F", "C", "C", "Br", "C", "C", "N", "C", "C", "C", "H", "H", "H", "H", "H", "H", "H", "H", "H", "H", "H", "H", "H", "H", "H", "H", "H", "C", "C", "O", "C", "O", "O", "F", "H", "H", "H", "C", "C", "O", "C", "O", "O", "F", "H", "H", "H", "C", "C", "O", "C", "O", "O", "F", "H", "H", "H", "C", "C", "O", "C", "O", "O", "F", "H", "H", "H"],
  "xyz": [[-1.926, -4.822, 3.030], [-2.015, -3.729, 1.813], [-0.495, -3.209, 1.513], [-0.187, -2.049, 2.364], [-0.231, -2.916, -0.047], [0.349, -4.140, -0.900], [0.646, -5.858, -0.119], [1.711, -5.818, 0.990], [-0.912, -6.325, 0.486], [1.072, -7.049, -1.254], [0.653, -3.838, -2.405], [1.240, -4.916, -3.273], [2.526, -4.713, -3.417], [4.175, -4.648, -3.516], [0.397, -2.421, -3.080], [0.769, -2.303, -4.468], [0.534, -1.000, -4.971], [0.870, -0.777, -6.348], [-0.094, 0.149, -4.128], [-0.296, 1.580, -4.866], [1.518, 2.240, -5.413], [-1.340, 1.465, -6.081], [-1.170, 2.782, -7.023], [-0.475, 0.081, -2.756], [-0.200, -1.247, -2.264], [-0.515, -1.524, -0.723], [-1.151, -0.288, 0.117], [-2.864, -5.505, 3.017], [-1.035, -5.547, 2.893], [-1.776, -4.329, 4.054], [-2.380, -4.259, 0.869], [-2.698, -2.885, 2.182], [0.188, -4.048, 1.931], [-1.481, -6.357, -0.333], [0.315, -7.695, -1.290], [-0.731, 2.315, -4.108], [-1.174, 0.564, -6.764], [-2.442, 1.413, -5.720], [-0.279, 2.562, -7.725], [-2.088, 2.999, -7.665], [-0.850, 3.646, -6.347], [-0.354, 0.377, 0.597], [-1.762, 0.403, -0.584], [-1.890, -0.642, 0.922], [3.362, -4.661, 4.212], [2.156, -3.784, 4.106], [2.246, -2.966, 5.254], [3.580, -2.865, 5.520], [4.060, -2.043, 6.247], [4.301, -3.808, 4.851], [1.018, -4.510, 4.185], [3.189, -5.542, 4.836], [3.726, -4.987, 3.237], [2.133, -3.158, 3.209], [0.621, -0.122, 5.888], [-0.583, 0.757, 5.783], [-0.486, 1.576, 6.930], [0.848, 1.673, 7.193], [1.332, 2.495, 7.920], [1.564, 0.729, 6.524], [-1.724, 0.032, 5.867], [0.448, -1.002, 6.513], [0.983, -0.450, 4.913], [-0.606, 1.383, 4.886], [-2.886, 6.850, -10.000], [-3.971, 5.823, -9.959], [-3.539, 4.936, -8.948], [-2.799, 5.696, -8.091], [-2.495, 5.358, -6.984], [-2.454, 6.892, -8.648], [-4.042, 5.143, -11.127], [-2.049, 6.554, -10.639], [-3.248, 7.826, -10.327], [-4.957, 6.221, -9.701], [2.004, 5.529, 7.379], [1.178, 6.756, 7.167], [1.789, 7.369, 6.050], [2.329, 6.347, 5.327], [2.690, 6.445, 4.189], [2.401, 5.197, 6.056], [1.275, 7.597, 8.226], [2.893, 5.718, 7.988], [1.435, 4.717, 7.833], [0.125, 6.558, 6.948]]
}